Molecular formula: C12H14ClO2
Method: DFT, ωB97M-V/def2-TZVPD

## Properties
E_tot: -1076.3227 hartree
Gap between HOMO and LUMO: 6.39 eV
Charge: -1
Strongest force on any atom: 3.537 eV Å⁻¹
HOMO level: -2.94 eV
Energy above the lowest of the compared OMol25 structures with the same formula, charge and spin: 0.805 eV

```
29
Properties=species:S:1:pos:R:3:lowdin_charge:R:1
C -4.14 1.42 0.43 -0.14
C -3.46 1.54 -0.82 -0.13
C -3.80 0.37 1.25 -0.14
C -2.44 0.72 -1.10 -0.06
C -2.69 -0.49 1.01 -0.07
C -2.00 -0.32 -0.21 -0.26
C -0.03 -1.14 -1.74 -0.64
C 1.84 0.76 0.60 -0.06
C 3.20 -1.39 0.50 -0.11
C 4.32 0.70 0.96 -0.01
C -0.88 -1.10 -0.57 -0.50
C 3.17 0.03 0.78 -0.45
O 1.05 -1.76 -1.87 -0.08
O -0.49 -0.42 -2.80 0.03
Cl -0.12 -2.29 0.57 0.61
H -4.86 2.21 0.76 0.09
H -3.80 2.12 -1.57 0.06
H -4.49 0.11 2.05 0.08
H -1.80 0.93 -1.97 0.10
H -2.33 -1.23 1.70 0.06
H 1.26 0.41 -0.26 0.05
H 1.41 0.51 1.60 0.09
H 1.93 1.94 0.50 0.11
H 2.79 -1.63 -0.51 0.09
H 2.52 -1.90 1.12 0.02
H 4.11 -1.85 0.80 0.07
H 0.18 -0.40 -3.51 0.11
H 5.37 0.38 1.03 0.04
H 4.19 1.80 1.26 0.06
```